Record 1
Computed, not measured: C34H44Ge2NO3PdS as an isolated structure, with the ωB97M-V functional and the def2-TZVPD basis.

Summary:
- Relative energy (zero: lowest compared OMol25 entry of this formula, charge and spin): 0.591 eV
- LUMO energy: -0.1413 hartree
- Charge: +1
- HOMO-LUMO gap: 7.38 eV
- Highest occupied orbital energy: -11.2 eV
- Calculated total energy: -170945.67277 eV

Each line ends with the Mulliken charge.
Atoms and positions in Å:
H  -4.5755  1.7782  -6.1997  0.397
H  -2.2797  -2.3142  5.2956  0.436
H  2.2903  -4.5184  -0.8535  0.275
H  -3.1494  -0.9469  4.6193  0.327
O  2.7718  -1.9251  -0.0420  -0.589
Ge  -1.0387  0.0113  2.4198  0.634
H  -2.5888  -0.2359  0.5193  0.304
H  2.6180  -1.1158  -6.8211  0.409
H  -2.7821  4.3460  7.0018  0.423
C  -1.6384  -0.7207  -6.2860  -0.445
C  3.2432  -1.6751  -4.8457  -0.485
C  -2.8449  2.6791  5.6525  -1.394
O  -0.7045  -0.5326  -1.4263  -0.281
H  4.3133  -0.9080  1.6226  0.423
H  2.8549  1.1524  -0.3724  0.593
C  1.4627  -0.1268  -5.3126  -0.423
C  2.3669  3.0168  0.6994  -1.593
C  -2.3901  0.6392  1.1397  -0.354
H  -1.9097  1.3775  0.4933  0.245
H  5.5364  -0.2985  3.7563  0.395
C  -1.3983  -1.5910  3.4735  -0.397
H  0.1459  -5.3542  -0.1653  0.326
H  3.6609  -1.9975  -2.7567  0.512
H  1.1389  1.5028  -0.1520  0.158
H  0.8520  0.4112  -6.0285  0.560
O  -1.3481  -3.4169  1.0342  -0.664
S  -1.2430  0.2593  -2.6027  0.015
C  -1.7205  -1.0120  -3.7928  -0.998
H  -0.8501  -1.6506  -3.9444  0.360
C  2.0499  -0.6268  -3.0422  0.590
C  -3.7481  1.0808  -6.2262  -0.709
C  -3.2932  0.5055  -5.0492  -0.218
H  5.0251  1.1711  2.9362  0.342
H  2.8523  -4.6030  0.8063  0.275
H  -3.5461  2.1307  2.2523  0.340
C  -2.1009  -0.1525  -7.4647  -0.624
C  3.7862  -0.5830  2.5165  -0.373
C  -0.1801  3.2487  5.1309  -0.663
H  4.1278  0.5799  4.3383  0.325
H  -0.4062  4.8491  6.5273  0.405
C  4.6637  0.2719  3.4390  -1.326
H  2.3429  3.6350  -0.1984  0.430
C  -2.2290  -0.3958  -5.0693  0.408
C  -2.2287  3.7397  6.2968  -0.493
H  1.6031  3.3829  1.3861  0.378
C  -0.0389  1.3325  3.5015  0.355
C  2.1444  1.5363  0.3599  -0.511
H  3.4379  -1.4798  3.0343  0.390
C  -3.1509  0.7541  -7.4361  -0.435
H  -2.6188  1.0757  4.2722  0.348
H  -4.1916  0.4903  2.3755  0.323
C  -2.1236  1.9117  4.7502  0.426
Ge  2.1910  0.3686  1.9742  0.714
C  1.9262  -2.7521  0.2741  0.312
N  0.6950  -2.4074  0.7457  0.372
H  -4.3885  1.4074  0.8885  0.402
H  0.8539  3.5017  4.9337  0.330
C  3.0411  -1.4895  -3.4841  -1.051
C  0.6500  -4.7591  0.5939  -0.530
C  2.0353  -4.2584  0.1738  -0.645
H  -2.4883  -1.5789  -3.2635  0.655
H  -0.2796  1.5413  -4.3200  0.614
H  1.9211  -0.4840  -1.9799  0.585
H  3.3380  3.1611  1.1744  0.384
H  1.8997  1.9453  4.0512  0.311
H  -3.8827  2.4444  5.8513  0.411
C  1.2455  0.0559  -3.9492  -0.065
C  -0.7836  2.1750  4.4714  0.660
H  -1.6188  -0.6881  5.4615  0.338
H  -3.5090  1.1993  -8.3554  0.396
H  -0.4190  -2.0302  3.6765  0.368
H  0.5502  1.7374  -2.7766  0.527
Pd  0.5125  -0.4199  0.4835  0.492
C  -0.1601  -3.4910  0.8321  -0.058
H  -0.8161  -1.4266  -6.3097  0.503
H  -1.6412  -0.4206  -8.4076  0.403
C  1.2935  1.3311  3.3868  -0.609
C  -2.1528  -1.3583  4.7865  -1.333
C  0.1730  0.9981  -3.4881  -1.231
H  0.6551  -5.3430  1.5136  0.249
C  -0.8933  4.0195  6.0310  -0.843
H  -3.7765  0.7510  -4.1099  0.397
C  -3.6990  1.2007  1.7080  -1.327
C  2.4558  -0.9885  -5.7583  -0.806
H  -1.9202  -2.2887  2.8223  0.508
H  4.0211  -2.3419  -5.1947  0.415


Record 2
Computed, not measured: C34H45AlN5O3 as an isolated structure, with the ωB97M-V functional and the def2-TZVPD basis.

Summary:
- LUMO energy: 0.0691 hartree
- Charge: -1
- HOMO-LUMO gap: 6.53 eV
- Highest occupied orbital energy: -4.6 eV
- Calculated total energy: -56179.54540 eV

Each line ends with the Mulliken charge.
Atoms and positions in Å:
C  6.4888  -1.3863  -5.3171  -0.282
H  4.7306  0.8644  -7.1058  0.379
H  -6.6103  6.2509  4.9933  0.360
C  -7.9459  5.2059  3.6773  -0.295
H  -5.0272  4.3194  5.1175  0.396
H  -1.1387  -2.4975  2.7517  0.395
C  -0.1944  2.3620  0.7829  -0.213
H  -2.0240  4.1940  -1.3727  -0.282
H  5.3925  -1.5447  -7.1605  0.508
H  -2.9941  1.1931  4.0145  0.149
H  6.7910  -2.4282  -5.3020  0.368
C  5.3211  -2.9589  -0.1219  -0.723
H  -6.8887  -2.8088  4.8999  0.395
H  6.2208  0.0629  -1.3198  0.201
H  2.6316  0.1500  4.5372  0.271
C  -1.5094  0.0518  3.0240  -0.090
O  -1.4691  4.3799  1.3650  -0.749
H  3.7443  -1.0570  3.9011  0.254
C  -5.9301  4.2613  4.5236  -0.552
C  6.5500  0.6342  -4.2791  -0.227
O  1.7778  -1.6575  4.1067  -0.360
H  0.7326  -2.5976  -8.9561  0.357
C  3.1277  -4.7157  -10.0400  -0.505
H  -1.9746  -1.1222  4.7306  0.211
C  -5.6931  -1.0294  4.7846  -0.305
H  -4.9332  0.7300  2.1741  0.508
C  2.7377  -0.6584  3.8095  -0.626
C  -6.7173  -2.0458  2.8922  -0.115
C  4.9067  -2.5154  1.1255  -0.131
Al  -0.8528  4.5713  -0.3156  0.326
C  5.7715  1.2251  -5.2617  -0.547
H  0.6380  1.9167  1.3449  0.034
C  4.1981  -4.0426  -9.4719  -0.207
H  -0.0691  5.9431  -0.6596  -0.329
C  -1.0696  3.1211  1.8416  0.606
H  -0.3455  -0.4127  4.7926  0.407
C  2.8430  -2.4385  -8.6011  0.029
H  -1.3757  1.8846  4.1903  0.554
C  -1.0806  -0.8911  4.1459  -0.486
H  3.2904  -5.6221  -10.6067  0.351
N  4.0721  -2.9227  -8.7642  -0.334
C  -6.8061  5.3326  4.4566  -0.317
N  4.9494  -1.2415  1.5057  -0.280
N  -8.2489  4.1113  2.9839  -0.598
O  0.3682  3.2585  -0.1386  -0.664
C  5.4201  -0.3581  0.6288  -0.371
H  5.4381  0.6737  0.9629  0.354
H  4.5114  -3.2116  1.8591  0.363
H  -6.3177  -1.0020  1.0497  0.420
C  1.8546  -4.1991  -9.8608  -0.146
H  5.2097  -4.4166  -9.5864  0.361
N  -5.1532  -0.0549  4.0579  -0.203
N  6.9102  -0.6476  -4.2923  -0.510
C  5.8008  -2.0250  -1.0269  0.035
H  -0.4172  3.2450  2.7195  0.263
H  6.9034  1.2158  -3.4344  0.415
H  5.5051  2.2706  -5.1927  0.362
C  -6.2281  3.1134  3.8088  0.238
H  -0.7033  0.2147  2.3089  0.100
H  -7.3249  -2.8188  2.4391  0.375
H  0.9923  -4.6960  -10.2862  0.369
C  -5.3900  -0.0733  2.7452  0.215
H  -0.7803  1.5858  0.2717  0.191
C  0.9066  -2.0017  3.0486  -0.352
H  -8.6551  6.0235  3.6000  0.333
C  5.3428  0.4407  -6.3197  -0.224
C  5.8546  -0.6963  -0.6435  -0.223
H  -5.4823  -0.9933  5.8483  0.427
H  1.2492  -2.9381  2.5902  0.278
C  -0.5016  -2.1972  3.5876  -0.955
C  1.7064  -3.0355  -9.1247  -0.634
H  0.9086  -1.2431  2.2647  0.314
C  -2.3030  2.3140  2.2784  -0.862
H  6.1289  -2.3210  -2.0152  0.399
H  -2.5765  1.6565  1.4451  0.282
H  -7.6588  2.2131  2.4800  0.401
C  -6.4782  -2.0430  4.2560  -0.636
H  -5.5766  2.2530  3.8303  0.253
C  -2.0604  1.3967  3.4929  -0.631
H  -3.1364  2.9955  2.4424  0.239
H  2.6123  -0.2406  2.8142  0.276
C  -7.3929  3.0934  3.0568  -0.226
C  5.7076  -0.8960  -6.3529  -0.178
H  5.2599  -4.0080  -0.3779  0.362
H  2.7683  -1.5266  -8.0180  0.308
H  -2.3136  -0.4525  2.4764  0.077
H  -0.4772  -2.9851  4.3395  0.401
C  -6.1610  -1.0403  2.1188  -1.098


Record 3
Computed, not measured: C34H45As3I2N5NaO3S as an isolated structure at a distorted geometry, with the ωB97M-V functional and the def2-TZVPD basis.

Summary:
- Relative energy (zero: lowest compared OMol25 entry of this formula, charge and spin): 2.054 eV
- LUMO energy: 0.1249 hartree
- Charge: -2
- HOMO-LUMO gap: 5.93 eV
- Highest occupied orbital energy: -2.5 eV
- Calculated total energy: -263549.53178 eV

Each line ends with the Mulliken charge.
Atoms and positions in Å:
H  9.0019  -18.0451  9.6168  0.443
H  5.0365  -16.8256  5.3934  0.134
H  1.3321  -15.4416  0.0278  0.402
H  7.4813  -17.9839  8.9504  0.292
H  11.3027  -18.9675  7.7977  0.477
H  3.4362  -17.1408  4.6145  0.434
H  11.8674  -16.5350  2.9754  0.120
H  6.0415  -20.2762  7.6813  0.556
H  3.3655  -13.9194  -0.3077  0.373
H  3.5366  -20.4141  2.6228  0.157
H  3.8709  -18.0978  5.9138  0.499
C  10.8755  -16.6895  2.5690  -0.824
C  9.7557  -16.1961  3.1670  -1.160
H  8.9600  -22.5527  2.8002  0.514
H  9.9422  -19.9850  8.0462  0.308
C  8.4978  -17.5759  8.7846  -1.166
Na  6.1024  -18.6187  0.8332  0.212
O  5.7750  -21.3429  1.1393  -0.125
N  8.3459  -17.3753  1.5845  -0.051
As  9.1590  -17.7423  6.9623  0.478
C  10.3881  -19.2828  7.3112  -0.920
H  3.0096  -18.7409  2.6013  0.145
I  13.7503  -17.9654  1.7112  -0.014
H  4.3655  -23.1405  2.5438  0.241
H  5.8919  -21.2684  4.4277  -0.006
N  6.7220  -15.4755  7.2145  -0.610
C  5.3296  -15.2481  2.7079  -0.323
H  7.5736  -21.5562  2.3041  -0.193
H  6.6809  -18.2327  6.7277  0.906
N  5.6634  -22.0798  -1.0515  -0.102
H  7.8100  -21.9679  4.9019  0.635
C  11.0336  -20.3634  3.8395  -1.515
C  5.5222  -22.1842  0.2934  0.461
H  4.9765  -20.4137  5.6874  0.825
As  5.2042  -18.8499  3.7669  1.207
C  7.1350  -20.1930  5.9230  3.643
H  8.5467  -16.4891  9.0815  0.395
C  7.4785  -18.6941  6.1909  -1.546
H  11.2602  -21.1955  4.4822  0.558
C  8.6492  -21.5740  2.4064  -0.826
H  3.3486  -19.7922  -0.9265  0.165
H  7.7107  -20.8658  7.9287  0.217
C  2.9752  -18.7945  -0.6819  0.072
C  11.6545  -19.2954  -0.0648  -0.118
C  8.2583  -21.0328  5.2745  -2.606
H  1.1021  -19.1936  -1.8937  0.282
H  4.7833  -24.8864  2.2063  0.261
C  3.7824  -17.8642  -0.0148  -0.410
H  5.6926  -22.9069  -1.5789  0.236
H  5.5574  -20.0851  -1.5562  0.311
O  5.1141  -23.5011  0.6924  -0.513
C  3.4768  -19.5419  3.2676  -1.085
C  3.8919  -14.2863  0.5939  -0.776
N  4.6831  -16.1165  1.9599  0.447
I  10.0163  -20.9506  -2.0646  -0.049
C  1.8253  -16.3897  -0.1683  -0.711
H  10.5442  -19.8274  6.4130  -0.097
C  5.4046  -13.8702  2.3958  -1.099
C  4.6296  -13.4108  1.3243  -0.388
H  12.4891  -19.8162  -0.5112  0.348
C  1.0981  -17.2836  -0.9807  -0.526
H  5.8513  -15.6413  3.6111  0.475
H  4.6430  -12.3393  1.1166  0.363
C  10.7997  -17.6556  1.5235  0.914
C  5.7868  -20.3441  5.0547  -1.842
C  3.1320  -16.6615  0.2103  1.028
H  0.1207  -17.0427  -1.4801  0.273
H  7.4697  -18.0943  5.1906  -0.867
C  9.2428  -18.8815  -0.0377  0.622
H  9.1774  -21.2985  1.4741  0.267
H  7.6694  -16.3101  3.2673  0.156
C  4.3426  -17.5932  5.0637  -1.431
O  8.1016  -19.2759  -0.3284  -0.636
H  9.0745  -21.1340  5.9661  0.715
H  7.0664  -20.5953  -0.9948  0.348
C  11.8769  -18.3671  0.9577  0.006
As  9.0403  -20.1205  3.6818  1.099
C  9.4715  -17.9219  1.0870  -0.607
C  6.9358  -14.3852  6.8557  0.162
H  5.9643  -13.1923  3.0075  0.470
H  11.5651  -20.5085  2.8410  0.295
H  9.7869  -15.4665  3.9971  0.471
C  6.8339  -20.8539  7.2484  -2.301
C  5.1170  -23.8229  2.1230  -0.417
H  6.0984  -23.6573  2.6366  0.152
S  7.2915  -12.8051  6.1900  -0.515
C  8.5181  -16.7026  2.7194  0.318
H  6.5999  -21.8733  7.1311  0.507
C  10.3847  -19.4471  -0.6062  -0.471
H  2.8131  -19.6657  4.0840  0.501
H  11.3953  -19.4941  4.3188  0.401
N  6.2426  -20.8451  -1.5544  -0.598
C  3.8716  -15.6330  0.9739  -0.138
C  1.6821  -18.5172  -1.2139  -0.719